1.
Below is 3 unconnected molecules or ions with the total composition C3H9NO2 in a non-equilibrium geometry, with properties calculated with ωB97M-V with the def2-TZVPD basis set.

Results
Orbital gap ... 9.40 eV
Lowest unoccupied orbital energy ... 0.3 eV
E_HOMO ... -0.3333 Ha
Relative energy (zero: lowest compared OMol25 entry of this formula, charge and spin) ... 3.531 eV

```
15
Properties=species:S:1:pos:R:3:forces:R:3
C 1.5510 -2.2330 -0.0104 -0.19 2.89 -0.21
C 1.2521 -0.9004 0.0986 0.18 -1.81 -1.62
N -0.0386 -0.3537 0.3495 -0.28 -0.34 1.49
C -0.8667 -1.0762 1.0161 1.53 -0.05 -0.01
H 0.8031 -3.0060 -0.1055 0.15 -0.15 0.40
H 2.6011 -2.4046 -0.1242 0.28 -0.69 -0.25
H 2.0416 -0.1437 -0.1726 -0.96 -0.76 0.89
H -1.5593 -0.6015 1.6978 -0.95 0.25 -0.78
H -0.7544 -2.1715 1.1694 0.18 0.57 0.07
O -0.0126 2.5946 1.4936 -1.95 -0.06 -1.13
H -0.4880 2.3761 2.3040 0.29 0.04 0.14
H -0.7618 2.4964 0.8229 1.75 0.09 1.03
O -1.4176 1.0523 -2.5844 0.71 -0.64 -1.06
H -1.2654 0.2487 -3.1155 -0.70 -0.09 0.61
H -0.6854 1.5399 -2.9800 -0.04 0.76 0.45
```
Positions in Å, forces in eV/Å.

***

2.
Below is a molecular structure, C40H105N7O14V in a non-equilibrium geometry, with properties calculated with ωB97M-V with the def2-TZVPD basis set.

Results
Orbital gap (alpha / beta) ... 7.05 / 8.04 eV
Lowest unoccupied orbital energy (alpha / beta) ... 0.2 / 0.2 eV
2S+1 ... 4
<S²> ... 3.76
E_HOMO (alpha / beta) ... -0.2531 / -0.2893 Ha

```
167
Properties=species:S:1:pos:R:3:forces:R:3
V -2.5151 1.3788 0.2782 1.21 -0.39 -0.05
O -1.0259 1.1759 1.8707 -0.51 -1.56 -2.55
C 0.2325 1.0753 1.2405 -0.15 2.06 -0.42
C 0.2601 0.7077 -0.2782 -0.43 -0.78 0.54
O -0.8086 1.1505 -1.0906 -0.08 0.28 1.21
H 0.9836 0.4842 1.7834 -0.27 -0.45 0.03
H 0.6282 2.1066 1.3156 0.40 -0.05 -0.23
H 0.3410 -0.3952 -0.2972 -0.18 -0.22 -0.19
H 1.2585 1.0336 -0.5981 -0.22 0.24 -0.32
C 6.4024 6.0740 -0.4407 0.62 1.47 0.14
O 5.7863 4.8523 -0.6670 -0.04 -0.52 -0.29
C 4.9736 4.4397 0.4043 -1.29 0.24 0.49
C 3.9935 3.3692 -0.0256 0.53 -0.09 -1.36
N 4.7094 2.1514 -0.3851 -0.15 -0.23 0.86
C 3.8179 1.1520 -0.9395 0.80 -1.60 0.96
C 4.5219 0.0476 -1.7492 -0.59 1.98 -0.30
O 4.7610 0.7267 -2.9665 0.59 -1.48 -0.58
C 5.1858 -0.1337 -4.0162 -0.10 1.37 -0.77
H 6.7629 6.1962 0.5870 0.15 -0.29 0.00
H 5.7939 6.9732 -0.6261 -0.68 -0.41 0.07
H 7.2334 6.2508 -1.1263 0.14 -0.65 0.04
H 4.3500 5.2822 0.7326 0.20 0.16 0.17
H 5.5421 4.0651 1.2615 0.30 0.15 -0.08
H 3.4498 3.7249 -0.9182 0.01 0.31 -0.05
H 3.1893 3.2162 0.6976 0.42 -0.28 0.45
H 5.4896 2.3838 -0.9849 -0.18 -0.05 -0.29
H 3.0309 1.6553 -1.5001 -0.13 -0.50 -0.31
H 3.3909 0.5140 -0.1530 -0.44 0.82 0.51
H 3.8629 -0.8180 -1.8695 -0.11 0.05 -0.18
H 5.4590 -0.2920 -1.2951 -0.01 0.09 0.14
H 5.9787 -0.8432 -3.7729 0.02 0.09 0.34
H 5.5448 0.6011 -4.7408 0.34 -0.45 -0.28
H 4.3601 -0.6518 -4.5140 -0.18 -0.18 0.38
C 2.4752 -3.3546 -0.4417 -0.17 -0.50 -0.83
O 3.2397 -4.1183 0.4675 -0.17 0.74 0.54
C 2.6909 -5.3711 0.8307 -0.11 -0.11 -0.49
C 3.6440 -6.0268 1.8338 -0.03 -0.03 -0.04
N 4.9873 -6.2129 1.2416 -0.99 -0.13 0.06
C 5.0211 -7.3321 0.2983 0.79 0.57 -0.72
C 6.4774 -7.5811 -0.1288 -0.54 0.13 -0.31
O 6.5255 -8.2964 -1.3573 0.08 -0.44 0.09
C 6.3580 -9.6951 -1.1938 0.13 0.27 0.59
H 2.7356 -2.2984 -0.4232 0.51 -0.10 0.20
H 1.3853 -3.3574 -0.3208 0.00 -0.42 0.62
H 2.6492 -3.7650 -1.4429 -0.01 0.27 -0.19
H 2.6389 -6.0125 -0.0607 0.07 -0.04 -0.10
H 1.6455 -5.2448 1.1299 0.13 0.00 0.60
H 3.2314 -6.9937 2.1283 0.02 0.00 0.09
H 3.7844 -5.4222 2.7302 -0.34 0.13 -0.03
H 5.0300 -5.3645 0.6798 0.81 -0.03 0.01
H 4.5091 -7.0672 -0.6338 -0.26 -0.32 -0.03
H 4.5917 -8.2500 0.6990 -0.16 0.18 0.27
H 7.0192 -8.0669 0.6877 0.20 -0.14 -0.14
H 6.9536 -6.6279 -0.3563 0.01 0.07 0.20
H 7.2372 -10.1157 -0.6951 0.09 -0.12 -0.10
H 6.2181 -10.1731 -2.1595 0.03 0.17 -0.09
H 5.5026 -9.9188 -0.5497 -0.15 -0.06 -0.14
C -5.3912 1.0160 -1.5393 -0.51 -1.14 0.29
O -4.1565 1.6444 -1.2987 0.78 0.42 -0.42
C -3.9685 2.8185 -2.1096 -0.90 0.83 1.05
C -2.8273 3.6696 -1.5588 0.85 0.55 -0.45
N -2.6057 3.6142 -0.0888 -0.45 -0.19 -0.39
C -3.7495 4.0511 0.7260 -0.86 -0.84 -0.39
C -3.8369 3.3645 2.1043 0.02 2.31 -0.95
O -4.0710 2.0009 1.8867 0.72 -0.74 0.07
C -4.8126 1.3599 2.9091 -0.92 0.10 0.13
H -5.4792 0.6343 -2.5605 0.05 0.40 -0.17
H -6.2557 1.6239 -1.2569 0.17 0.40 -0.25
H -5.4672 0.1250 -0.9126 0.29 0.11 0.18
H -4.8796 3.4201 -1.9984 -0.18 -0.11 0.04
H -3.9221 2.6220 -3.1814 0.53 -0.40 0.06
H -2.9496 4.7136 -1.8781 -0.67 0.01 0.03
H -1.8775 3.4516 -2.0517 0.04 -0.70 0.34
H -1.8596 4.3005 0.0706 0.28 -0.71 0.32
H -4.6412 3.7012 0.1963 -0.14 0.17 0.07
H -3.8646 5.1351 0.8173 0.34 0.06 0.10
H -4.6862 3.8876 2.5604 -0.21 -0.52 0.32
H -2.9601 3.6269 2.7002 0.05 -0.80 0.15
H -4.3918 1.3764 3.9166 0.42 0.38 -0.23
H -4.9977 0.3145 2.6656 0.18 0.04 -0.35
H -5.7810 1.8692 2.9321 -0.11 -0.15 0.25
C -2.1072 -2.5657 -0.6990 -0.34 -0.38 0.08
C -3.4105 -1.8324 -0.4069 0.24 -0.15 0.65
C -4.4679 -2.7511 0.2124 -0.27 -0.48 -0.48
O -5.4937 -1.9574 0.8099 0.39 0.02 0.34
C -6.5494 -2.7306 1.3120 -0.60 -0.85 -0.13
N -3.1332 -0.7793 0.5884 -0.29 0.47 1.01
H -2.2510 -3.3340 -1.4611 0.13 0.25 -0.28
H -1.7699 -3.1174 0.1820 -0.02 0.19 0.20
H -1.3310 -1.8482 -0.9648 -0.03 -0.07 -0.26
H -3.7896 -1.3641 -1.3172 -0.03 0.04 0.06
H -3.9685 -3.4296 0.9149 -0.13 0.30 0.50
H -4.9577 -3.4256 -0.5000 0.18 0.15 -0.39
H -6.2655 -3.4913 2.0484 0.49 0.14 0.01
H -7.0198 -3.2848 0.4908 -0.13 0.06 -0.03
H -7.3156 -2.1284 1.7977 0.23 0.42 -0.21
H -3.9936 -0.6994 1.1327 -0.38 0.48 -0.49
H -2.5998 -1.1530 1.3847 0.65 -0.32 -0.67
C -1.3099 -3.3159 5.0074 0.98 0.04 0.19
C -0.8994 -2.2556 3.9792 0.08 -0.60 1.65
C -0.0492 -2.8100 2.8289 0.34 0.34 0.47
O 1.2661 -3.1478 3.2160 0.64 -0.76 0.64
C 2.1803 -2.0922 3.2432 0.60 1.05 -0.62
N -2.0765 -1.5936 3.4454 -0.38 0.11 -1.08
H -0.3914 -3.7003 5.4627 0.05 -0.43 -0.43
H -1.9002 -4.1323 4.5928 -0.10 0.00 0.06
H -1.7716 -2.8899 5.9024 -0.59 0.24 -0.36
H -0.3340 -1.4802 4.5859 -0.36 -3.35 -1.53
H 0.0341 -2.0519 2.0397 -0.39 -0.07 -0.25
H -0.4615 -3.7540 2.4688 -0.29 0.18 -0.27
H 1.9834 -1.3347 4.0086 -0.40 0.07 -0.12
H 2.2587 -1.6354 2.2473 -0.49 0.38 0.03
H 3.2329 -2.3408 3.3972 -0.31 -1.12 0.34
H -1.8089 -0.6820 3.0703 0.15 -0.23 -0.25
H -2.7775 -1.3620 4.1366 0.13 -0.46 0.32
C -2.1976 -0.0927 -6.2891 -1.34 -0.61 -0.66
C -2.4815 -0.2927 -4.8015 1.31 1.13 -0.04
C -3.2424 -1.5555 -4.4852 -0.17 0.12 0.14
O -4.5941 -1.3687 -4.8836 -0.26 -0.37 -0.21
C -5.2314 -2.5942 -5.1453 -0.02 -0.66 -0.34
N -1.1926 -0.2559 -4.1016 -0.27 -0.46 0.51
H -2.0957 0.9590 -6.5531 0.51 -0.02 0.15
H -3.0823 -0.4119 -6.8552 -0.11 0.07 0.07
H -1.4006 -0.7165 -6.6934 0.36 0.22 0.38
H -3.0508 0.6036 -4.5170 -0.61 -0.34 0.20
H -3.2265 -1.8039 -3.4169 0.17 0.19 0.09
H -2.7749 -2.4075 -4.9923 -0.09 0.02 -0.22
H -6.1999 -2.4828 -5.6328 0.03 0.60 0.08
H -5.4148 -3.2149 -4.2600 0.20 0.19 0.27
H -4.6274 -3.1967 -5.8327 0.08 -0.03 0.01
H -0.7659 0.6644 -4.2020 0.06 -0.35 -0.64
H -1.3333 -0.2651 -3.0930 -0.17 -0.25 0.15
C -0.7200 7.2285 2.8879 -0.66 0.46 -0.87
C -0.9601 5.7224 2.8408 0.28 0.06 1.32
C -0.0209 5.0166 1.8830 0.35 0.30 0.31
O -0.4465 5.1540 0.5466 0.71 0.36 -0.40
C 0.5796 4.8380 -0.3904 -0.37 -0.26 -0.48
N -0.7956 5.1455 4.1950 -0.15 0.06 -0.75
H -1.6491 7.6774 3.2409 0.22 0.28 0.22
H -0.5439 7.6343 1.8857 -0.18 -0.15 -0.13
H 0.1177 7.6150 3.4687 0.01 -0.60 0.38
H -2.0207 5.5567 2.6367 0.12 0.00 -0.61
H 0.1524 3.9698 2.1554 -0.38 -0.09 -0.14
H 0.9447 5.5210 2.0396 0.16 -0.05 -0.30
H 0.9870 3.8358 -0.2349 0.07 0.03 0.29
H 1.3736 5.5866 -0.4170 0.05 0.04 0.29
H 0.1255 4.8069 -1.3817 -0.11 0.14 0.01
H -1.1518 4.1887 4.0902 0.38 0.04 0.65
H 0.2076 5.0644 4.3446 -0.05 -0.10 0.32
C 2.2567 2.2710 -5.1174 -0.98 0.52 0.01
C 1.6547 2.0298 -3.7452 0.07 -0.24 -0.23
O 0.2385 2.0620 -3.8127 -0.16 0.43 0.31
H 1.7659 1.6116 -5.8360 0.27 -0.30 0.07
H 3.3358 2.1414 -5.1190 -0.01 0.03 -0.01
H 1.9683 3.2710 -5.4514 0.36 0.13 0.01
H 1.9199 2.8034 -3.0178 0.64 -0.18 -0.04
H 1.9745 1.0319 -3.4276 0.09 0.14 0.38
H -0.0624 1.8571 -2.9023 -0.25 0.00 0.06
C -0.3785 0.2723 4.6584 -0.12 1.78 1.35
C -1.6398 1.1450 4.5789 0.90 0.29 0.22
O -1.3667 2.3086 3.8522 -0.81 1.28 1.63
H 0.4383 0.9076 5.0063 0.08 0.17 -0.32
H -0.1170 -0.2756 3.7627 0.24 1.31 -0.30
H -0.4827 -0.4764 5.4476 -0.20 0.79 0.50
H -1.9424 1.4187 5.5945 0.20 0.21 0.08
H -2.4950 0.5834 4.2064 -0.01 0.17 -0.33
H -1.1502 2.0505 2.8981 0.05 -0.83 -0.11
```
Positions in Å, forces in eV/Å.

***

3.
Below is a molecular structure, C20H42NP3PtSe in a non-equilibrium geometry, with properties calculated with ωB97M-V with the def2-TZVPD basis set.

Results
Orbital gap (alpha / beta) ... 6.23 / 3.72 eV
Lowest unoccupied orbital energy (alpha / beta) ... -11.5 / -16.5 eV
2S+1 ... 5
<S²> ... 6.03
E_HOMO (alpha / beta) ... -0.6533 / -0.7428 Ha
Net charge ... +4

```
68
Properties=species:S:1:pos:R:3:forces:R:3
Pt -0.3422 -0.3095 0.5157 -3.41 -1.54 0.43
P -1.6483 -0.7555 2.5628 -0.98 -0.03 1.99
P 0.9407 -2.2302 0.2260 3.19 -2.48 -0.58
P -2.0664 -0.8381 -0.9155 -2.07 -0.57 -1.36
H 0.9283 2.0470 -0.3570 -0.24 -0.30 0.17
C -0.1104 1.7141 -0.4454 -0.19 1.33 0.44
C -0.9656 1.8540 0.6846 0.86 2.00 -0.96
H -0.5478 2.2781 1.6031 -0.08 -0.43 -0.21
C -0.9806 -0.1698 4.1724 0.49 0.13 -0.37
C -1.9216 -2.5319 2.9102 0.30 -0.18 -0.63
C -3.3105 -0.0057 2.5833 0.05 0.10 -0.50
C 2.0093 -1.9913 -1.2188 -0.12 0.51 -0.41
C 2.1082 -2.6177 1.5732 -0.20 0.46 0.36
C 0.0902 -3.8098 -0.0807 -0.91 0.22 0.04
C -3.2760 0.5036 -1.1948 -0.05 0.05 0.00
C -3.1567 -2.2581 -0.5065 0.08 -0.03 -0.07
C -1.4519 -1.2168 -2.5851 0.00 -0.04 -0.10
H -0.5145 1.7598 -1.4604 -0.08 -0.34 0.34
H -2.0401 2.0141 0.5565 0.26 -0.60 0.04
H -0.7459 0.9037 4.1197 -0.08 -0.31 0.12
H -0.0757 -0.7371 4.4401 -0.29 0.22 -0.08
H -1.7447 -0.3315 4.9532 0.19 0.01 -0.40
H -0.9599 -3.0355 3.0633 -0.19 0.06 0.03
H -2.4627 -3.0214 2.0950 0.07 0.05 0.18
H -2.5137 -2.6201 3.8315 0.09 0.20 -0.14
H -3.2220 1.0819 2.4971 -0.10 -0.13 0.09
H -3.7852 -0.2442 3.5460 0.19 -0.01 -0.20
H -3.9478 -0.3793 1.7759 0.09 0.07 0.18
H 2.6278 -2.8721 -1.4455 -0.21 0.07 0.25
H 2.6695 -1.1345 -1.0428 0.01 -0.19 0.08
H 1.3956 -1.7649 -2.1012 0.09 -0.22 0.17
H 2.7212 -3.4907 1.3171 -0.22 0.07 -0.16
H 1.5607 -2.8351 2.4981 0.13 0.00 -0.13
H 2.7721 -1.7652 1.7525 -0.12 -0.22 -0.08
H 0.8302 -4.6102 -0.2053 0.21 0.29 0.07
H -0.5230 -3.7742 -0.9845 0.10 0.00 0.08
H -0.5496 -4.0711 0.7666 0.07 -0.03 -0.08
H -3.9955 0.1865 -1.9651 0.21 0.11 0.21
H -2.7712 1.4152 -1.5316 -0.17 -0.13 -0.06
H -3.8293 0.7294 -0.2741 0.09 -0.08 -0.23
H -3.8258 -2.4443 -1.3585 0.15 0.06 0.17
H -3.7793 -2.0461 0.3695 0.11 0.01 -0.20
H -2.5817 -3.1698 -0.3152 -0.14 0.17 -0.07
H -2.3041 -1.2937 -3.2728 0.20 0.00 0.08
H -0.9090 -2.1672 -2.5980 -0.12 0.09 -0.01
H -0.7751 -0.4311 -2.9373 -0.15 -0.06 0.00
C 2.1585 2.1918 -4.5126 -0.17 -0.75 0.97
C 1.5551 3.1810 -3.7271 -0.87 1.67 0.56
C 1.3163 4.4568 -4.2230 -0.09 -0.74 0.93
C 1.7387 4.8025 -5.5215 -0.08 0.01 0.05
C 2.4127 3.8443 -6.2976 0.43 -1.03 -0.15
C 2.6336 2.5504 -5.8021 0.23 0.23 -1.03
Se 2.1852 0.4408 -3.6944 0.31 0.84 -0.75
H 1.6182 0.6687 -2.2848 0.40 0.54 -1.29
H 1.2451 2.9189 -2.7132 0.04 0.31 -0.35
H 0.7970 5.1858 -3.5975 0.23 -0.18 -0.24
H 1.5427 5.8074 -5.9095 0.13 -0.39 0.09
H 2.7575 4.1323 -7.3028 -0.10 -0.37 0.57
H 3.1625 1.8196 -6.4181 -0.19 0.24 0.14
C 2.6225 0.6470 5.0269 -0.35 -0.47 0.44
C 2.5724 1.4047 3.6920 0.13 0.25 0.35
C 1.7705 0.7995 2.6409 -0.53 -0.81 -1.45
N 1.1968 0.3248 1.7402 3.12 1.90 3.41
H 1.6315 0.5885 5.5095 0.44 0.07 -0.24
H 3.2856 1.1789 5.7185 -0.15 -0.04 -0.27
H 3.0195 -0.3700 4.9124 -0.09 0.27 -0.03
H 2.1690 2.4124 3.8543 0.15 -0.03 -0.11
H 3.5890 1.5001 3.2914 -0.13 0.12 -0.09
```
Positions in Å, forces in eV/Å.

***

4.
Below is 2 unconnected molecules or ions with the total composition C3H9NOSi in a non-equilibrium geometry, with properties calculated with ωB97M-V with the def2-TZVPD basis set.

Results
Orbital gap ... 9.20 eV
Lowest unoccupied orbital energy ... -0.3 eV
E_HOMO ... -0.3478 Ha
Relative energy (zero: lowest compared OMol25 entry of this formula, charge and spin) ... 2.925 eV

```
15
Properties=species:S:1:pos:R:3:forces:R:3
H 1.7825 -2.3607 0.2591 1.41 -1.27 0.56
N 1.0287 -1.7747 0.0859 -2.20 1.25 -0.25
Si -0.5308 -2.0563 0.3627 0.05 -0.37 -1.11
C -1.7165 -0.8101 -0.3715 5.54 0.86 -0.30
C -2.9187 -0.5685 -0.0167 -3.30 1.18 0.53
H -1.1786 -3.3701 0.7558 0.28 0.60 0.15
H -1.0734 0.0204 -0.8573 -1.33 -1.45 0.13
H -3.4522 0.3033 -0.4050 0.07 -0.19 0.20
H -3.4546 -1.1543 0.7055 -0.34 -0.50 0.02
C 2.9268 1.6683 -0.2920 3.60 2.32 0.51
O 1.7711 1.0575 -0.4773 -3.23 -1.93 -0.23
H 3.7851 1.3641 -0.9194 -0.28 -0.53 0.04
H 3.3790 1.8106 0.7477 -0.95 -0.63 -0.71
H 2.7386 2.6753 -0.6447 0.23 0.62 0.11
H 1.7010 0.0880 -0.4092 0.47 0.04 0.35
```
Positions in Å, forces in eV/Å.

***

Q: Number 3 is which compound?
A: C20H42NP3PtSe